# 1
# C12H17AsBrNOS4W

C12H17AsBrNOS4W as an isolated structure (ωB97M-V with the def2-TZVPD basis set, OMol25).

Total charge: +2
E_HOMO in Ha: -0.5580
Total energy in a.u.: -7066.4749
ΔE to the lowest compared entry with this formula, charge and spin in eV: 0.345
Orbital gap in Ha: 0.2464

```
38
Properties=species:S:1:pos:R:3:forces:R:3
W 0.083 -0.088 -0.384 0.1 -0.7 -0.2
S -1.475 0.228 1.490 -0.2 0.1 0.5
As -2.300 0.762 -0.386 -0.1 0.3 -0.3
S 0.329 1.155 -2.355 0.1 0.2 0.0
S -0.523 -1.797 -1.422 -0.1 -0.1 -0.1
S -4.037 1.525 -0.957 0.1 -0.1 0.1
C 0.836 5.563 -0.981 0.0 0.0 0.1
C 0.899 4.550 0.197 -0.1 0.1 -0.1
C -0.239 4.832 1.190 0.0 0.0 0.0
C 2.270 4.640 0.878 0.0 0.0 0.0
C 0.688 3.268 -0.449 0.0 -0.3 0.4
C 0.505 2.180 -0.993 0.0 0.3 -0.5
H 0.958 6.558 -0.552 0.0 0.0 0.0
H -0.123 5.523 -1.494 0.0 0.0 0.0
H 1.639 5.393 -1.697 0.0 0.0 0.0
H -0.090 5.819 1.625 0.0 0.0 0.0
H -0.242 4.103 2.002 0.0 0.0 0.0
H -1.209 4.818 0.694 0.0 0.0 0.0
H 2.439 5.674 1.179 0.0 0.0 0.0
H 3.072 4.349 0.200 0.0 0.0 0.0
H 2.313 4.023 1.774 0.0 0.0 0.0
C 1.327 -2.872 1.006 0.0 0.0 0.0
O 0.822 -1.527 1.239 0.0 0.1 0.1
H 0.500 -3.554 0.817 0.0 0.0 0.0
H 1.895 -3.182 1.879 0.0 0.0 0.0
H 1.981 -2.823 0.140 0.0 0.0 0.0
H 0.296 -1.518 2.052 0.1 -0.1 0.0
Br 2.003 1.124 2.005 0.1 0.1 0.0
C 2.996 0.413 0.577 0.1 -0.1 -0.1
C 4.377 0.435 0.618 -0.1 0.0 0.0
C 5.070 -0.099 -0.456 0.0 0.0 0.0
C 4.363 -0.626 -1.530 -0.1 0.0 0.0
C 2.988 -0.599 -1.500 0.0 0.0 0.0
N 2.301 -0.094 -0.452 0.0 0.2 0.1
H 4.886 0.860 1.471 0.0 0.0 0.0
H 6.152 -0.099 -0.456 0.0 0.0 0.0
H 4.868 -1.054 -2.384 0.0 0.0 0.0
H 2.397 -0.980 -2.320 0.0 0.0 0.0
```
Positions in Å, forces in eV/Å.

***

# 2
# C6H11N3

The molecule C6H11N3 (ωB97M-V with the def2-TZVPD basis set, OMol25).

Total charge: 0
E_HOMO in Ha: -0.3102
Total energy in a.u.: -399.4129
SMILES string: [H]/N=C(\C)N1[C@@H]2CNC[C@@H]21
ΔE to the lowest compared entry with this formula, charge and spin in eV: 2.240
Orbital gap in Ha: 0.3467

```
20
Properties=species:S:1:pos:R:3:forces:R:3
C 1.099 -0.660 2.063 1.3 -0.3 1.2
C 0.144 -1.108 1.018 0.2 0.7 -0.1
C -1.479 -0.033 -0.488 1.6 0.9 0.3
C -0.663 -0.250 -1.727 -0.2 0.8 -3.5
C 0.502 1.394 -0.512 0.0 1.2 -1.2
C -0.774 1.109 0.289 0.2 -1.6 -0.8
H 1.348 0.399 2.006 -0.2 0.0 -0.1
H 0.698 -0.842 3.065 -0.3 0.2 -0.1
H 2.072 -1.208 2.081 -0.8 0.2 -0.5
H 1.005 -2.736 0.634 -0.3 0.2 -0.1
H -2.522 -0.054 -0.604 -1.2 -0.2 0.2
H -1.404 -0.133 -2.633 1.3 -0.8 1.6
H -0.026 -1.149 -1.899 -1.0 0.5 0.7
H -0.279 1.568 -2.487 0.0 0.9 0.4
H 1.403 0.785 -0.265 -0.7 0.8 0.7
H 0.704 2.497 -0.556 0.2 -1.0 0.4
H -1.353 1.874 0.760 -0.1 0.4 0.3
N 0.209 -2.161 0.338 0.4 -1.5 -0.2
N -0.922 -0.246 0.803 -0.2 0.2 0.7
N 0.238 0.953 -1.887 -0.2 -1.5 -0.1
```
Positions in Å, forces in eV/Å.

***

# 3
# C6H12O2P

An isolated ion of composition C6H12O2P and charge -1 (ωB97M-V with the def2-TZVPD basis set, OMol25).

Total charge: -1
E_HOMO (alpha / beta) in Ha: -0.1263 / -0.0689
Total energy in a.u.: -727.6379
ΔE to the lowest compared entry with this formula, charge and spin in eV: 0.937
Orbital gap (alpha / beta) in Ha: 0.2545 / 0.1993

```
21
Properties=species:S:1:pos:R:3:forces:R:3
C -1.273 -0.017 -1.084 0.0 -0.4 -0.1
C -0.357 0.553 0.039 -2.6 1.3 -1.1
C 0.717 -0.286 0.435 1.3 -3.2 -0.3
C -1.265 0.977 1.263 1.0 1.4 -1.3
C 0.459 -1.796 0.763 -1.1 2.2 -0.7
C 2.031 0.354 0.780 -1.4 -1.3 3.0
O -0.597 -0.802 -3.674 -0.7 -1.7 -1.3
O 0.053 1.485 -2.906 0.8 4.4 -0.3
P -0.149 0.095 -2.603 -0.2 -3.3 1.8
H -1.637 -1.092 -0.874 0.4 1.8 -0.4
H -2.093 0.717 -1.352 0.5 -1.0 0.6
H 0.094 1.419 -0.504 -0.5 0.1 1.0
H -1.897 0.146 1.610 0.0 0.6 -0.2
H -1.774 1.923 0.883 -0.1 -1.4 0.9
H -0.558 1.277 2.043 -0.4 0.0 0.3
H 0.066 -2.399 -0.052 -0.3 0.4 -0.5
H -0.260 -1.958 1.591 0.6 0.1 0.1
H 1.417 -2.170 0.888 1.7 -1.2 1.1
H 2.819 -0.376 1.057 -0.5 0.3 0.1
H 1.785 1.023 1.680 0.9 -0.5 -0.8
H 2.419 0.926 0.017 0.6 1.5 -1.8
```
Positions in Å, forces in eV/Å.

***

# 4
# H12O18S2V2

H12O18S2V2 as an isolated structure (ωB97M-V with the def2-TZVPD basis set, OMol25).

Total charge: -2
E_HOMO in Ha: -0.1193
Total energy in a.u.: -4046.1590
Orbital gap in Ha: 0.2554

```
34
Properties=species:S:1:pos:R:3:forces:R:3
O 2.144 0.833 -4.376 -0.6 0.7 -0.9
V 0.833 0.881 -3.484 0.3 -2.2 3.3
O -0.227 -0.222 -3.901 0.4 0.8 -1.0
O -0.957 -0.303 -0.906 0.3 -0.5 0.2
V 0.411 -0.537 -0.147 0.7 1.8 -1.2
O 0.032 -0.777 1.356 -0.2 -0.8 1.2
S 3.046 -0.602 -1.421 0.7 -0.1 0.5
O 3.772 0.630 -1.567 0.1 -0.5 0.1
O 1.638 -0.439 -2.088 -1.0 0.4 -0.3
O 3.708 -1.801 -1.938 -0.6 0.5 0.1
O 2.566 -0.846 0.001 -0.5 -0.1 -0.6
S 0.660 2.587 -0.954 1.3 1.1 -1.2
O 0.850 1.538 0.133 -0.6 -0.7 -0.8
O 0.034 3.782 -0.450 -0.7 -0.4 0.6
O 1.897 2.894 -1.657 0.3 -0.5 0.3
O -0.190 1.928 -2.054 0.0 -0.2 -0.6
O -2.160 -0.024 3.139 -0.1 -0.2 0.5
H -1.479 -0.714 3.085 0.1 0.1 -0.3
H -1.677 0.739 3.469 0.0 0.1 -0.2
O -3.614 0.049 0.641 -0.4 0.0 0.2
H -3.060 0.038 1.440 0.1 0.1 -0.1
H -3.918 -0.857 0.548 0.1 0.0 0.0
O -0.449 -2.437 3.687 -0.2 -0.1 0.3
H -0.116 -2.729 4.539 0.0 0.0 0.0
H -0.461 -3.216 3.127 0.1 0.1 -0.1
O -2.926 1.393 -2.265 -0.2 0.2 -0.1
H -2.043 1.595 -1.899 -0.2 -0.1 -0.2
H -3.059 0.476 -2.013 0.2 0.0 0.2
O 1.704 1.825 2.691 -0.2 0.0 0.3
H 1.192 1.639 1.878 0.4 0.2 -0.1
H 1.037 1.896 3.378 0.0 0.0 0.0
O 0.135 -2.727 -0.743 0.0 0.0 0.1
H 0.743 -3.241 -1.286 0.3 0.3 0.0
H -0.064 -3.249 0.038 0.1 0.0 0.1
```
Positions in Å, forces in eV/Å.

***

# 5
# C4H10N3

A 2-piece molecular cluster, C4H10N3 overall (ωB97M-V with the def2-TZVPD basis set, OMol25).

Total charge: +1
E_HOMO in Ha: -0.4978
Total energy in a.u.: -322.3607
ΔE to the lowest compared entry with this formula, charge and spin in eV: 2.719
Orbital gap in Ha: 0.3728

```
17
Properties=species:S:1:pos:R:3:forces:R:3
C 1.864 -0.664 -0.573 0.1 -0.1 -0.1
C 2.355 0.274 0.216 0.3 0.0 -0.1
C -1.689 0.090 -0.886 -0.3 -0.1 -1.0
C -0.375 0.668 0.876 -0.6 -0.1 0.1
N -0.893 1.130 -0.242 0.0 -0.1 0.3
N -0.802 -0.544 1.116 -0.1 0.3 0.6
N -1.557 -1.037 0.042 0.0 -0.5 -0.3
H 1.551 -0.458 -1.585 0.0 0.1 -0.2
H 1.779 -1.690 -0.258 0.0 -0.2 0.1
H 2.485 1.288 -0.121 0.0 0.2 -0.1
H -2.724 0.418 -1.034 0.1 -0.1 0.1
H -1.259 -0.184 -1.860 -0.1 0.2 0.2
H 0.252 1.230 1.544 0.1 0.0 0.0
H -0.794 2.061 -0.612 0.1 0.0 0.1
H -0.472 -1.196 1.813 0.2 0.2 -0.1
H -2.435 -1.443 0.353 0.1 0.3 0.1
H 2.714 0.057 1.209 0.1 -0.1 0.2
```
Positions in Å, forces in eV/Å.